1.
{
  "formula": "C5H11N2",
  "method": "ωB97M-V/def2-TZVPD",
  "lumo_ev": -4.0477,
  "e_homo_ev": -12.82,
  "charge": 1,
  "symbols": ["C", "C", "C", "C", "C", "N", "N", "H", "H", "H", "H", "H", "H", "H", "H", "H", "H", "H"],
  "xyz": [[-0.93430, -0.99468, 0.84509], [2.82402, -0.78598, 0.46931], [1.14082, 0.60558, -0.44515], [-0.19856, 0.99161, -0.56890], [-0.87987, 1.83041, -1.54364], [-1.93958, -1.68392, 1.44469], [-1.03551, 0.20807, 0.30202], [-0.11579, -1.68803, 0.65846], [2.23548, -0.64105, 1.32106], [3.70811, -0.26316, 0.41867], [2.62814, -1.48615, -0.38493], [1.76234, 0.96169, -1.25825], [-1.29791, 1.26969, -2.36314], [0.02496, 2.37886, -1.90329], [-1.60230, 2.53334, -1.21487], [-1.54179, -2.51435, 1.96249], [-2.78998, -1.29917, 1.79546], [-1.98828, 0.57724, 0.46492]],
  "lowdin_charge": [-0.105, 0.197, 0.112, -0.370, -0.041, 0.157, 0.086, 0.153, -0.022, 0.001, 0.059, 0.036, 0.094, 0.111, 0.080, 0.157, 0.116, 0.177]
}


2.
{
  "formula": "C5H11N2",
  "method": "ωB97M-V/def2-TZVPD",
  "smiles": "C=C1N[C@@H]1C[NH2+]C",
  "lumo_ev": -3.3653,
  "e_homo_ev": -13.00,
  "charge": 1,
  "symbols": ["C", "C", "C", "C", "C", "N", "N", "H", "H", "H", "H", "H", "H", "H", "H", "H", "H", "H"],
  "xyz": [[-1.99519, -0.01653, 0.03687], [-2.96846, 0.80750, -0.17067], [0.42787, -0.36404, -0.84655], [-0.90660, -0.91177, -0.40387], [2.53498, 0.58440, 0.08488], [1.24384, -0.09206, 0.36880], [-1.14821, -0.55614, 0.99565], [-3.38478, 0.89621, -1.07969], [-3.40204, 1.54963, 0.51953], [0.99225, -1.14112, -1.45857], [0.46928, 0.66375, -1.22068], [-1.20376, -1.88443, -0.70702], [3.28933, 0.07823, 0.78304], [3.11085, 0.40727, -0.82084], [2.44231, 1.68641, 0.30904], [0.77347, 0.56125, 1.09765], [-1.57567, -1.22751, 1.61925], [1.30053, -1.04104, 0.89318]],
  "lowdin_charge": [-0.280, 0.104, -0.086, -0.188, -0.031, -0.072, 0.065, 0.030, 0.095, 0.168, 0.143, 0.139, 0.127, 0.100, 0.127, 0.205, 0.137, 0.217]
}


Energies relative to the most stable structure are 1 156.3; 2 0.0, reported in kJ/mol.


1.
{
  "formula": "C5H11N2",
  "method": "ωB97M-V/def2-TZVPD",
  "smiles": "C=NC(=C)CC[NH3+]",
  "lumo_ev": -3.5864,
  "e_homo_ev": -13.08,
  "charge": 1,
  "symbols": ["C", "C", "C", "C", "C", "N", "N", "H", "H", "H", "H", "H", "H", "H", "H", "H", "H", "H"],
  "xyz": [[-0.58151, -0.51421, 1.78286], [0.64468, -0.55729, 0.87366], [0.60656, 0.46121, -0.20421], [1.52878, 1.44231, -0.17926], [0.42875, -0.15548, -2.37485], [-0.23308, 0.24896, -1.37927], [-1.88913, -0.60766, 1.07983], [-0.57749, -1.40164, 2.43994], [-0.51839, 0.37497, 2.40705], [0.83341, -1.58389, 0.51350], [1.54912, -0.42857, 1.46080], [2.13300, 1.59908, 0.73739], [1.56167, 2.33055, -0.77683], [1.48205, -0.34327, -2.64419], [-0.09473, -0.30907, -3.31578], [-2.58096, -0.96514, 1.74241], [-2.23525, 0.28428, 0.71041], [-1.98567, -1.30940, 0.32809]],
  "lowdin_charge": [-0.137, -0.160, -0.385, 0.086, -0.024, 0.026, 0.190, 0.141, 0.143, 0.135, 0.125, 0.084, 0.069, 0.107, 0.075, 0.171, 0.175, 0.181]
}


2.
{
  "formula": "C5H11N2",
  "method": "ωB97M-V/def2-TZVPD",
  "lumo_ev": -3.3746,
  "e_homo_ev": -11.59,
  "charge": 1,
  "symbols": ["C", "C", "C", "C", "C", "N", "N", "H", "H", "H", "H", "H", "H", "H", "H", "H", "H", "H"],
  "xyz": [[-3.03995, -0.30603, -0.15339], [-1.95683, 0.74988, 0.15133], [-0.80835, 0.00018, -0.25574], [2.42084, 0.13730, -1.15491], [1.69627, 0.10879, 0.14140], [-1.88264, -0.63813, 0.64879], [1.91593, -0.83944, 1.01371], [-4.06722, -0.30125, 0.32676], [-3.06734, -0.70510, -1.25108], [-2.21741, 1.58741, 0.67796], [-0.67168, -0.39722, -1.18720], [2.72829, -0.90773, -1.26796], [3.27193, 0.81635, -1.03482], [1.60618, 0.53375, -1.90776], [1.07402, 0.88283, 0.37781], [1.61903, -0.67189, 1.95203], [2.18735, -1.72019, 0.66712], [-1.83668, -1.17490, 1.56734]],
  "lowdin_charge": [-0.053, -0.133, -0.059, -0.019, -0.193, -0.016, 0.173, 0.136, 0.151, 0.110, 0.040, 0.089, 0.107, 0.139, 0.061, 0.133, 0.119, 0.214]
}


3.
{
  "formula": "C5H11N2",
  "method": "ωB97M-V/def2-TZVPD",
  "smiles": "C[C@@H]1C[C@H]1C(N)=[NH2+]",
  "lumo_ev": -3.3392,
  "e_homo_ev": -14.43,
  "charge": 1,
  "symbols": ["C", "C", "C", "C", "C", "N", "N", "H", "H", "H", "H", "H", "H", "H", "H", "H", "H", "H"],
  "xyz": [[0.58479, 1.27689, 0.83626], [0.06958, -1.37587, 0.53223], [-0.53473, -0.06604, 0.47231], [-0.36813, -0.82202, -0.78959], [-1.45183, -1.27980, -1.67834], [0.92382, 1.42483, 2.07136], [1.00087, 1.91399, -0.16646], [1.22306, -1.36542, 0.54960], [-0.29501, -2.19002, 1.11954], [-1.45429, 0.18191, 0.90318], [0.49387, -0.55040, -1.46903], [-1.53272, -0.60899, -2.57743], [-2.35521, -1.18348, -1.15539], [-1.41723, -2.27154, -2.18355], [0.92123, 0.71138, 2.67764], [1.84184, 1.93655, 2.12402], [0.66042, 1.65219, -1.14661], [1.68967, 2.61586, -0.11972]],
  "lowdin_charge": [-0.277, -0.082, -0.112, -0.328, -0.061, 0.233, 0.232, 0.150, 0.114, 0.126, 0.152, 0.102, 0.063, 0.106, 0.088, 0.176, 0.188, 0.131]
}


Energies relative to the most stable structure are 1 8.4; 2 403.1; 3 0.0, reported in kJ/mol.


1.
{
  "formula": "C5H11N2",
  "method": "ωB97M-V/def2-TZVPD",
  "smiles": "C=C(NC)[N+](=C)C",
  "lumo_ev": -5.2473,
  "e_homo_ev": -13.15,
  "charge": 1,
  "symbols": ["C", "C", "C", "C", "C", "N", "N", "H", "H", "H", "H", "H", "H", "H", "H", "H", "H", "H"],
  "xyz": [[-0.12100, -0.41674, -0.05112], [-0.47922, -1.67728, 0.32512], [2.32993, -0.80008, -0.17735], [1.44159, 1.48004, 0.12578], [-2.49763, 0.17074, 0.06657], [1.34317, 0.05801, -0.05180], [-1.12631, 0.63160, -0.21800], [-1.43245, -2.01741, 0.16480], [0.28038, -2.18856, 0.74264], [2.20964, -1.88617, -0.35141], [3.34710, -0.40229, -0.04558], [2.30438, 1.91894, -0.22059], [0.84005, 1.96736, -0.63285], [1.01850, 1.76277, 1.14293], [-2.89670, 1.09610, 0.40003], [-3.00839, -0.09567, -0.81891], [-2.53051, -0.69289, 0.81523], [-1.02252, 1.09152, -1.21549]],
  "lowdin_charge": [-0.233, 0.121, 0.217, -0.011, -0.081, -0.075, -0.064, 0.047, 0.032, 0.134, 0.132, 0.080, 0.097, 0.157, 0.078, 0.078, 0.111, 0.180]
}


2.
{
  "formula": "C5H11N2",
  "method": "ωB97M-V/def2-TZVPD",
  "lumo_ev": -3.5746,
  "e_homo_ev": -14.04,
  "charge": 1,
  "symbols": ["C", "C", "C", "C", "C", "N", "N", "H", "H", "H", "H", "H", "H", "H", "H", "H", "H", "H"],
  "xyz": [[-0.01762, -0.57260, 0.15098], [0.06805, 1.36730, 0.09327], [-0.19296, -1.99708, 0.08598], [-2.35758, 0.52396, -0.04854], [2.44597, 0.26197, 0.00335], [-0.94208, 0.38300, 0.18527], [1.05470, 0.36046, 0.07323], [0.24583, 2.05524, -0.76580], [-0.07096, 2.19006, 0.85344], [-0.61694, -2.51325, 1.00039], [0.74227, -2.42794, -0.39239], [-1.05567, -2.13291, -0.73988], [-2.47012, 1.48207, -0.56813], [-2.58062, -0.35889, -0.66853], [-3.05326, 0.61174, 0.86867], [2.92334, -0.14820, 0.89135], [2.98169, 1.25233, -0.06307], [2.89598, -0.33729, -0.95960]],
  "lowdin_charge": [-0.195, -0.125, 0.037, 0.016, -0.059, -0.059, -0.052, 0.169, 0.174, 0.131, 0.122, 0.150, 0.105, 0.099, 0.134, 0.087, 0.115, 0.153]
}


Energies relative to the most stable structure are 1 81.1; 2 0.0, reported in kJ/mol.


1.
{
  "formula": "CHNO3",
  "method": "ωB97M-V/def2-TZVPD",
  "lumo_ev": [-1.7420, -2.2981],
  "e_homo_ev": [-9.80, -10.22],
  "symbols": ["C", "N", "O", "O", "O", "H"],
  "xyz": [[0.22330, -0.14595, 0.15875], [-1.08238, -0.11900, 0.30111], [1.03251, 0.38752, -0.68349], [-1.79217, -0.49691, 1.23027], [0.67135, 1.23265, -1.66052], [0.94740, -0.85831, 0.65390]],
  "lowdin_charge": [-0.192, 0.002, -0.070, 0.052, 0.036, 0.173]
}


2.
{
  "formula": "CHNO3",
  "method": "ωB97M-V/def2-TZVPD",
  "lumo_ev": [-1.5339, -1.6661],
  "e_homo_ev": [-11.21, -11.19],
  "symbols": ["C", "N", "O", "O", "O", "H"],
  "xyz": [[0.66507, -0.59321, -0.15753], [-0.61057, -0.46512, 0.32872], [0.91212, -0.81668, -1.29422], [-0.92329, 1.69981, -0.05527], [-1.32522, 0.59052, 0.39572], [1.28190, -0.41533, 0.78258]],
  "lowdin_charge": [-0.334, 0.111, 0.129, 0.008, -0.073, 0.160]
}


Energies relative to the most stable structure are 1 73.0; 2 0.0, reported in kJ/mol.


1.
{
  "formula": "C5H14N2O",
  "method": "ωB97M-V/def2-TZVPD",
  "multiplicity": 2,
  "s_squared": 0.75,
  "lumo_ev": [3.9240, 3.8085],
  "e_homo_ev": [0.98, -5.46],
  "charge": -1,
  "symbols": ["C", "C", "C", "C", "N", "C", "N", "H", "H", "H", "H", "H", "H", "H", "H", "H", "H", "H", "H", "H", "H", "O"],
  "xyz": [[-1.64638, -1.23604, -1.02866], [-2.05264, 0.15609, -0.49390], [-0.92112, 0.94304, 0.15820], [-0.53203, 0.43898, 1.54581], [2.26626, 0.50245, 1.03102], [1.54698, -0.64666, 1.29927], [0.30362, -0.74191, 1.50240], [-0.86790, -1.67051, -0.39976], [-2.51951, -1.90178, -1.02349], [-1.34387, -1.18895, -2.07544], [-2.40015, 0.73725, -1.35395], [-2.89159, 0.07298, 0.19610], [-1.31219, 1.95557, 0.32941], [-0.04537, 1.01636, -0.49093], [-1.43785, 0.13627, 2.07528], [-0.06546, 1.26596, 2.10917], [1.96439, 1.35868, 1.49606], [3.27750, 0.41564, 1.04809], [2.11634, -1.56227, 1.26578], [2.22812, 0.09663, -1.60692], [1.98890, 0.21755, -3.13069], [2.34397, -0.36533, -2.45284]],
  "lowdin_charge": [-0.121, -0.276, -0.272, -0.317, 0.000, -0.456, -0.012, 0.050, 0.055, 0.054, 0.086, 0.091, 0.085, 0.073, 0.094, 0.059, -0.022, -0.030, 0.080, -0.028, -0.005, -0.185]
}


2.
{
  "formula": "C5H14N2O",
  "method": "ωB97M-V/def2-TZVPD",
  "multiplicity": 2,
  "s_squared": 0.75,
  "lumo_ev": [3.0745, 3.0060],
  "e_homo_ev": [1.21, -5.93],
  "charge": -1,
  "symbols": ["C", "C", "C", "C", "C", "N", "N", "H", "H", "H", "H", "H", "H", "H", "H", "H", "H", "H", "H", "H", "H", "O"],
  "xyz": [[-1.20089, -0.59423, 0.80654], [-0.06423, 0.16428, 0.13483], [-0.12822, 0.11999, -1.38112], [0.02729, -1.24367, -2.02339], [0.73496, -2.23544, -1.51087], [0.99881, -3.45064, -2.20918], [-0.12552, 1.58109, 0.53896], [-1.09059, -1.66746, 0.65996], [-2.11094, -0.22933, 0.31325], [-1.28312, -0.31286, 1.84343], [0.92008, -0.20388, 0.42903], [-1.01914, 0.64430, -1.72406], [0.69177, 0.75745, -1.74019], [-0.50042, -1.31575, -2.96641], [1.12850, -2.14864, -0.50308], [0.15273, -3.90312, -2.53731], [1.39600, -4.12154, -1.55870], [-0.50739, 1.68071, 1.47505], [0.80782, 1.97686, 0.57636], [0.80994, 5.42158, 4.09979], [-0.21236, 4.33156, 3.84135], [0.57492, 4.74875, 3.43577]],
  "lowdin_charge": [-0.114, -0.537, -0.207, -0.121, -0.243, 0.003, 0.005, 0.058, 0.081, 0.036, 0.104, 0.104, 0.106, 0.095, 0.099, 0.065, 0.055, 0.009, 0.041, -0.076, -0.093, -0.471]
}


3.
{
  "formula": "C5H14N2O",
  "method": "ωB97M-V/def2-TZVPD",
  "multiplicity": 2,
  "s_squared": 0.75,
  "lumo_ev": [3.6962, 3.5595],
  "e_homo_ev": [1.03, -5.26],
  "charge": -1,
  "symbols": ["N", "C", "C", "C", "C", "C", "N", "H", "H", "H", "H", "H", "H", "H", "H", "H", "H", "H", "H", "H", "H", "O"],
  "xyz": [[-0.02150, 1.23756, -1.06732], [-1.40314, 1.35751, -0.60902], [-1.32681, 1.28794, 0.91404], [-0.06241, 0.49949, 1.20997], [0.85420, 0.71337, -0.00450], [1.55829, -0.56892, -0.47791], [1.75722, -1.55244, 0.58768], [0.31235, 2.10646, -1.45054], [-1.82779, 2.29671, -0.94323], [-1.98332, 0.52268, -0.99451], [-2.20762, 0.82774, 1.36534], [-1.29266, 2.30794, 1.32124], [0.39654, 0.83151, 2.14716], [-0.26093, -0.56475, 1.33730], [1.59189, 1.49003, 0.24500], [0.89613, -1.01109, -1.21402], [2.53150, -0.37880, -0.94762], [2.67162, -1.44224, 1.02032], [1.71601, -2.49871, 0.23022], [-1.39454, -1.88537, -1.39615], [-1.52309, -3.19239, -0.60712], [-0.98191, -2.38421, -0.66631]],
  "lowdin_charge": [-0.044, -0.284, -0.209, -0.192, -0.342, -0.304, -0.036, 0.085, 0.092, 0.054, 0.087, 0.095, 0.099, 0.072, 0.124, 0.062, 0.091, 0.051, 0.034, -0.053, -0.049, -0.435]
}


4.
{
  "formula": "C5H14N2O",
  "method": "ωB97M-V/def2-TZVPD",
  "multiplicity": 2,
  "s_squared": 0.75,
  "lumo_ev": [3.9969, 3.8286],
  "e_homo_ev": [1.38, -5.32],
  "charge": -1,
  "symbols": ["N", "C", "C", "C", "C", "C", "N", "H", "H", "H", "H", "H", "H", "H", "H", "H", "H", "H", "H", "H", "H", "O"],
  "xyz": [[0.11023, -0.35139, -0.86371], [1.26993, 0.03267, -1.69843], [2.12719, 0.82270, -0.71371], [1.35478, 0.80458, 0.63473], [0.66772, -0.55811, 0.51487], [-0.46118, -0.82364, 1.49742], [-1.44351, 0.22229, 1.75395], [-0.34864, -1.18507, -1.22750], [1.85360, -0.75658, -2.17895], [0.80580, 0.66730, -2.46259], [2.48863, 1.81294, -0.98772], [3.09282, 0.30080, -0.60532], [2.09715, 0.80236, 1.43729], [0.67499, 1.64701, 0.65934], [1.36567, -1.39949, 0.56224], [-1.03453, -1.70789, 1.16887], [-0.00996, -1.22227, 2.40401], [-1.29056, 1.09970, 1.26682], [-1.41768, 0.51125, 2.73223], [-3.63974, -0.35564, -0.62670], [-2.23081, 0.35072, -0.67055], [-2.87069, -0.16514, -1.17568]],
  "lowdin_charge": [-0.046, -0.262, -0.231, -0.278, -0.374, -0.406, -0.052, 0.094, 0.090, 0.091, 0.079, 0.088, 0.057, 0.053, 0.126, 0.082, 0.055, -0.001, -0.028, 0.011, -0.022, -0.127]
}


Energies relative to the most stable structure are 1 0.0; 2 62.5; 3 10.6; 4 53.4, reported in kJ/mol.